# 1
15
Properties=species:S:1:pos:R:3 method="wB97M-V/def2-TZVPD" multiplicity=1 homo_energy_ev="-7.88 / -7.87" relative_energy_kcal_mol=187.5 lumo_ev="0.26 / 0.59"
C 1.8618 1.0072 0.6476
C 1.6276 -0.1912 -0.1900
C -0.7486 -0.9732 -0.5557
N -1.8960 0.5246 0.6826
N -2.7717 -0.5149 0.3523
N -1.3885 -0.7668 0.6224
H 2.8306 0.8738 1.1220
H 1.2746 1.1589 1.6194
H 1.8732 1.9916 0.1069
H 1.4321 -0.0033 -1.2915
H 1.9751 -1.1747 0.0472
H -0.1412 -1.8289 -0.7713
H -1.2433 -0.6032 -1.4840
H -1.7086 1.0401 -0.2239
H -2.9771 -0.5399 -0.6842

# 2
49
Properties=species:S:1:pos:R:3 method="wB97M-V/def2-TZVPD" multiplicity=2 s_squared=0.76 homo_energy_ev="-13.56 / -13.54" relative_energy_kcal_mol=0.0 charge=+2 lumo_ev="-8.28 / -9.48"
Ir -1.3371 0.5232 -0.0601
B -0.7563 -2.1583 1.7402
N -1.0885 -0.8675 2.5377
C -1.0282 -0.6509 3.8509
C -1.1911 0.7107 4.0982
C -1.3621 1.2786 2.8495
N -1.2794 0.3101 1.9178
N -1.9102 -2.2600 0.6831
C -2.5730 -3.3211 0.2626
C -3.3014 -2.9930 -0.9004
C -3.0177 -1.6766 -1.1315
N -2.1626 -1.2314 -0.1607
H 0.2928 -2.0362 1.1612
H -0.8340 -3.1007 2.4676
H -0.8841 -1.4790 4.5248
H -1.2164 1.2090 5.0509
H -1.5644 2.3021 2.5798
H -2.4985 -4.2528 0.8000
H -3.9555 -3.6381 -1.4602
H -3.3845 -1.0037 -1.8889
Cl 2.2791 2.4581 -3.0580
C 0.7373 2.4204 -2.3208
C -0.3032 1.7118 -2.9226
C -1.5557 1.6247 -2.3155
C -1.8259 2.3420 -1.1077
C -2.9378 1.9121 -0.2971
C -0.7193 2.9597 -0.4656
C 0.5248 3.0512 -1.1087
H -0.1272 1.2277 -3.8753
H -2.3709 1.1455 -2.8433
H -3.7891 1.4596 -0.7942
H -3.1734 2.4442 0.6165
H -0.8770 3.5038 0.4569
H 1.3312 3.6057 -0.6456
N 5.6097 -1.1954 -0.1117
C 4.8400 -0.6742 -1.0715
S 5.3412 -0.1316 -2.5279
C 3.3936 -0.5122 -0.7366
C 2.9820 0.1933 0.3910
C 1.6392 0.4459 0.5756
N 0.7099 0.0118 -0.2887
C 1.0975 -0.7225 -1.3510
C 2.4183 -0.9968 -1.6065
H 6.5981 -1.2993 -0.2870
H 5.2333 -1.6018 0.7287
H 3.6944 0.5839 1.1052
H 1.2850 1.0110 1.4278
H 0.3143 -1.0864 -2.0027
H 2.7028 -1.5570 -2.4862

# 3
15
Properties=species:S:1:pos:R:3 method="wB97M-V/def2-TZVPD" multiplicity=1 smiles="[H]/N=C(/C#N)CC.O" homo_energy_ev=-10.39 relative_energy_kcal_mol=68.1 lumo_ev=0.48
H -0.8025 -0.5327 -2.0529
N 0.1177 -0.2137 -1.8617
C 0.3482 0.1087 -0.6952
C 1.5331 0.9407 -0.5120
N 1.9913 1.9540 -0.2941
C -0.6314 0.0518 0.4973
C -1.8912 0.7888 0.1771
H -0.1638 0.2781 1.4253
H -0.8243 -1.0668 0.7568
H -2.5713 0.5424 -0.5863
H -1.6995 1.8614 -0.0054
H -2.3686 0.6919 1.1706
O 2.3584 -1.3951 0.6183
H 1.5359 -1.9797 0.7162
H 3.0680 -2.0299 0.6460

# 4
43
Properties=species:S:1:pos:R:3 method="wB97M-V/def2-TZVPD" multiplicity=1 smiles=Fc1ccc(-c2ccc(-c3cn([C@H]4CN5CCC4CC5)nn3)s2)cn1 homo_energy_ev=-7.92 relative_energy_kcal_mol=85.9 lumo_ev=-0.22
F 4.8114 -1.6063 8.2160
C 4.2744 -1.5156 6.9244
C 2.9408 -1.1657 6.6269
C 2.5285 -0.9916 5.2673
C 3.5115 -1.0616 4.2517
C 3.2111 -0.9319 2.7713
C 4.0577 -0.5920 1.6562
C 3.3953 -0.2005 0.4695
C 2.0316 -0.1091 0.7239
C 1.1919 0.4311 -0.3242
C -0.1438 0.6793 -0.1927
N -0.6607 1.0138 -1.4749
C -2.1526 1.1113 -1.8872
C -2.5046 2.3025 -2.9286
N -3.3911 1.5495 -3.8618
C -4.6870 1.0389 -3.2028
C -4.1683 -0.1895 -2.3758
C -2.5672 -0.3062 -2.2786
C -2.1645 -0.6371 -3.7335
C -2.6704 0.5397 -4.6423
N 0.4567 1.0209 -2.3325
N 1.5294 0.7721 -1.6377
S 1.5211 -0.5613 2.2552
C 4.8346 -1.4115 4.6047
N 5.1848 -1.6060 5.9168
H 2.2925 -1.0763 7.4189
H 1.4952 -0.8313 5.0944
H 5.1120 -0.4835 1.9305
H 3.7583 0.0930 -0.5211
H -0.6711 0.3056 0.6296
H -2.6017 1.1100 -0.9262
H -2.9865 3.1639 -2.3977
H -1.5448 2.6242 -3.4186
H -5.1105 1.7027 -2.4112
H -5.3395 0.6447 -3.9446
H -4.5958 -1.0978 -2.8375
H -4.6411 -0.2433 -1.4044
H -2.3034 -1.0094 -1.4563
H -1.0511 -0.5896 -3.7444
H -2.5717 -1.5470 -4.0153
H -3.2889 0.1134 -5.4529
H -1.8859 1.0811 -5.1774
H 5.5635 -1.5336 3.8231

# 5
34
Properties=species:S:1:pos:R:3 method="wB97M-V/def2-TZVPD" multiplicity=1 homo_energy_ev=-8.29 relative_energy_kcal_mol=7.7 lumo_ev=0.79
C -3.0108 0.6398 -1.4799
C -2.1600 1.8464 -1.0161
C -1.6426 0.3818 -0.9688
C -1.5560 2.7961 -1.9862
C -1.9562 -1.5757 0.7155
C 2.1704 -2.9395 0.9529
C 2.3186 -0.8291 2.1686
C 1.9463 1.6230 -0.5475
C -1.3871 -0.0876 0.4666
C 2.3264 -1.4708 0.8335
N -0.0104 0.0100 0.7643
O 1.8553 0.3604 -1.1872
S 1.0131 -0.8537 -0.2718
H -3.8350 0.4408 -0.8639
H -3.2736 0.5485 -2.5022
H -2.2850 2.1950 -0.0248
H -0.8642 0.1164 -1.7335
H -1.7519 2.4622 -2.9843
H -0.4690 2.8409 -1.7088
H -1.8932 3.7625 -1.9539
H -1.6201 -1.8296 1.7074
H -1.3242 -2.1406 -0.0064
H -3.0360 -1.5782 0.6166
H 1.4192 -3.1427 1.6939
H 1.9258 -3.3508 -0.0432
H 3.0837 -3.4578 1.2951
H 1.3425 -0.8456 2.6777
H 2.5246 0.2087 2.0927
H 3.0647 -1.2524 2.7603
H 2.6465 1.9213 0.2042
H 0.9238 1.6223 0.1105
H 2.0416 2.4216 -1.3490
H -1.8095 0.5619 1.2925
H 3.2825 -1.4052 0.2752

# 6
26
Properties=species:S:1:pos:R:3 method="wB97M-V/def2-TZVPD" multiplicity=1 homo_energy_ev="-7.24 / -7.24" relative_energy_kcal_mol=6.9 lumo_ev="-0.60 / -0.59"
Ce 0.4641 -2.7245 1.9429
Cl 2.6070 -2.7971 0.5954
Cl -0.7792 -4.7914 2.6726
C -0.8724 -1.5313 0.5212
H -0.8409 -0.7024 -0.1707
H -1.7783 -2.1736 0.4248
C 0.1336 1.4240 0.2574
C -1.1089 1.4436 -0.3273
H 0.2623 1.6741 1.3180
C -1.2939 1.2548 -1.7925
H -2.0107 1.6513 0.2683
C -0.1369 0.4215 -2.3831
H -2.2588 0.7942 -2.0414
H -1.2880 2.2493 -2.2741
C 1.2274 0.9665 -1.9643
H -0.2310 -0.6138 -2.0407
H -0.2134 0.4160 -3.4767
C 1.3676 0.9404 -0.4283
H 2.0341 0.3865 -2.4311
H 1.3514 1.9992 -2.3161
H 1.6676 -0.0802 -0.1117
H 2.1923 1.5989 -0.1237
N -0.0072 -0.6958 3.3786
H 0.6161 0.0986 3.2376
H -0.8794 -0.4596 2.8811
H -0.2245 -0.7493 4.3838

# 7
40
Properties=species:S:1:pos:R:3 method="wB97M-V/def2-TZVPD" multiplicity=1 homo_energy_ev=-8.20 lumo_ev=0.32
C -1.8318 0.0669 2.2725
C -2.4232 -0.4816 1.0150
N -1.9061 -1.3734 0.2612
N -0.6476 -1.8777 0.4796
C 0.5003 -1.1728 0.6837
O 0.5512 0.0305 0.8091
C 1.7567 -2.0567 0.6569
N 2.4320 -1.9697 -0.6171
C 3.1291 -0.8591 -1.0383
C 3.4855 -0.7643 -2.3887
C 4.2538 0.2826 -2.8519
C 4.6909 1.2711 -1.9862
C 4.3353 1.1831 -0.6473
C 4.7802 2.2681 0.2891
F 6.0454 2.6638 0.0540
F 4.7376 1.9096 1.5819
F 4.0248 3.3795 0.1842
C 3.5598 0.1416 -0.1665
C -3.7504 -0.0072 0.5956
C -4.5865 -0.8364 -0.1531
C -5.8359 -0.4083 -0.5530
C -6.2521 0.8692 -0.2130
Br -7.9752 1.4678 -0.7574
C -5.4346 1.7179 0.5137
C -4.1896 1.2756 0.9192
H -1.1330 0.8727 2.0452
H -1.2623 -0.7146 2.7762
H -2.6083 0.4313 2.9396
H -0.5728 -2.8201 0.1172
H 1.5080 -3.1041 0.8445
H 2.4347 -1.7142 1.4410
H 1.9882 -2.4813 -1.3665
H 3.1504 -1.5296 -3.0747
H 4.5133 0.3336 -3.8981
H 5.2924 2.0940 -2.3372
H 3.2836 0.1313 0.8739
H -4.2423 -1.8253 -0.4092
H -6.4838 -1.0560 -1.1234
H -5.7683 2.7144 0.7597
H -3.5495 1.9480 1.4687

# 8
58
Properties=species:S:1:pos:R:3 method="wB97M-V/def2-TZVPD" multiplicity=1 smiles="COCCOCC(=O)NC[C@@]1(OC)CCN(C(=O)CCCn2c(O)nnc2O)C1" homo_energy_ev=-8.91 relative_energy_kcal_mol=6.3 lumo_ev=0.59
C 0.2599 4.5795 0.9627
O 1.3533 3.8576 0.4428
C 1.0045 3.1078 -0.6958
C 2.1604 2.2172 -1.0596
O 2.3705 1.2991 0.0080
C 3.3437 0.3104 -0.3040
C 2.7302 -0.7945 -1.1638
O 3.2487 -1.1664 -2.2024
N 1.5685 -1.2714 -0.6667
C 0.6786 -2.1205 -1.4196
C -0.3359 -1.3258 -2.2655
O 0.2894 -0.5353 -3.2528
C 0.9164 -1.2463 -4.3096
C -1.4385 -2.2601 -2.7863
C -2.4091 -2.3978 -1.6081
N -2.1490 -1.2102 -0.7906
C -2.6664 -1.1138 0.4592
O -3.4477 -1.9467 0.8899
C -2.1732 0.0584 1.2915
C -2.5942 -0.0189 2.7537
C -1.5484 0.5927 3.6861
N -0.2545 -0.0669 3.5164
C 0.7542 0.3194 2.6749
O 0.8177 1.5739 2.2493
N 1.5541 -0.6601 2.3872
N 1.0525 -1.7940 3.0527
C 0.0037 -1.4002 3.6862
O -0.8042 -2.1317 4.4624
C -1.1372 -0.3602 -1.3950
H 0.6138 5.1261 1.8335
H -0.1346 5.2901 0.2271
H -0.5460 3.9023 1.2687
H 0.1156 2.4935 -0.4893
H 0.7691 3.7642 -1.5442
H 1.9228 1.6721 -1.9807
H 3.0675 2.8095 -1.2159
H 4.1865 0.7411 -0.8461
H 3.6810 -0.1057 0.6456
H 1.3620 -1.0375 0.2985
H 1.2611 -2.7754 -2.0689
H 0.1322 -2.7539 -0.7179
H 1.2599 -0.4966 -5.0187
H 1.7816 -1.8086 -3.9570
H 0.2083 -1.9091 -4.8160
H -1.9242 -1.7681 -3.6312
H -1.0650 -3.2272 -3.1231
H -3.4517 -2.4382 -1.9245
H -2.2246 -3.2923 -1.0100
H -1.0849 0.0437 1.2225
H -2.4821 0.9983 0.8256
H -3.5510 0.4799 2.9135
H -2.7468 -1.0640 3.0235
H -1.3832 1.6500 3.4822
H -1.8532 0.4911 4.7266
H 1.5003 1.6223 1.5384
H -0.4784 -3.0412 4.4378
H -0.5055 0.1340 -0.6605
H -1.5782 0.4043 -2.0427

# 9
9
Properties=species:S:1:pos:R:3 method="wB97M-V/def2-TZVPD" multiplicity=1 homo_energy_ev=-17.00 relative_energy_kcal_mol=19.8 charge=+1 lumo_ev=-4.55
C -1.8921 -0.6532 0.0911
C 0.6602 1.0918 -0.1020
N 0.8778 -0.4048 0.0898
O -2.8971 -1.0409 -0.2670
O -0.1463 1.5700 0.5442
H 1.1204 1.5280 -1.0805
H 1.2831 -1.0353 -0.5482
H -0.1980 -0.6114 0.1691
H 1.1921 -0.4443 1.1034

# 10
40
Properties=species:S:1:pos:R:3 method="wB97M-V/def2-TZVPD" multiplicity=4 s_squared=3.80 homo_energy_ev="-16.40 / -16.37" relative_energy_kcal_mol=57.7 charge=+2 lumo_ev="-11.14 / -9.98"
C 3.6645 2.3798 -1.0658
C 3.3672 2.2119 -2.5484
H 3.2186 3.2862 -0.6434
H 4.7400 2.4228 -0.8573
H 3.2984 1.5132 -0.5147
H 2.3150 1.9715 -2.7095
H 3.6191 3.1290 -3.0898
H 3.9851 1.4141 -2.9693
C -1.0901 0.4718 2.6094
C -2.0987 0.3160 3.5712
C -3.3531 -0.1831 3.1980
C -3.5332 -0.5482 1.8792
H -0.0994 0.8475 2.8527
H -1.8673 0.5689 4.5980
H -4.1609 -0.2902 3.9154
H -4.4546 -0.9987 1.5395
N -1.2698 0.0760 1.3193
C -2.4927 -0.3831 0.9374
C -2.6182 -0.8179 -0.4318
N -1.4887 -0.7971 -1.1969
C -1.5427 -1.3045 -2.4616
C -3.8901 -1.8288 -2.2245
C -2.7354 -1.7971 -3.0057
H -0.5871 -1.3160 -2.9894
H -2.6984 -2.1764 -4.0307
C -3.8146 -1.3791 -0.9222
H -4.6514 -1.4499 -0.2318
H -4.8293 -2.2024 -2.6164
Re 0.3578 -0.0549 -0.1781
C 1.3977 -0.4744 -1.8739
H 1.0452 -0.0355 -2.8341
H 1.1737 -1.5653 -1.9260
H 2.4987 -0.3481 -1.8182
C 2.7111 -0.1062 3.1312
O 1.6784 0.0538 2.1565
C 2.0914 -0.0620 0.8166
O 3.2723 -0.1463 0.4762
H 3.5421 0.5647 2.8997
H 3.0536 -1.1423 3.1687
H 2.2458 0.1802 4.0706

# 11
47
Properties=species:S:1:pos:R:3 method="wB97M-V/def2-TZVPD" multiplicity=1 homo_energy_ev=-12.16 charge=+1 lumo_ev=-3.99
C 2.9265 3.5593 0.2281
O 3.2980 4.8090 0.8692
B 3.8548 4.7424 2.0728
O 3.3214 5.2927 3.1767
S 5.6393 4.0301 2.2997
C 6.2840 3.4238 0.7113
C 7.5937 2.7176 1.0085
N 7.6861 1.5036 1.3301
H 3.6605 3.2929 -0.5229
H 1.9743 3.7237 -0.2509
H 2.8322 2.7371 0.9295
H 3.6484 4.9385 4.0060
H 5.5389 2.8880 2.9962
H 6.4139 4.3016 0.0892
H 5.5714 2.7598 0.2421
H 8.4821 3.3343 0.9486
H 6.7755 1.0408 1.3297
O 0.9218 1.1528 1.0078
S -0.2356 0.4760 1.5292
O -0.2807 -0.9491 1.4983
O -1.5216 1.0804 0.8457
C -1.5980 1.0934 -0.6050
C -1.7994 -0.2785 -1.2098
C -0.5702 1.0267 3.1651
H -0.7083 1.5797 -1.0077
H -2.4473 1.7344 -0.8262
H -0.9404 -0.9227 -1.0279
H -1.9399 -0.2004 -2.2868
H -2.6718 -0.7638 -0.7752
H -0.5590 2.1124 3.1878
H 0.2134 0.6169 3.7984
H -1.5378 0.6382 3.4683
O -4.5953 -2.4405 -1.8810
S -4.0232 -3.7197 -1.5862
O -2.8350 -4.1418 -2.2589
O -5.1481 -4.8255 -1.7352
C -5.8581 -4.9095 -2.9936
C -5.0244 -5.4912 -4.1172
C -3.7792 -3.8742 0.1484
H -6.2480 -3.9246 -3.2529
H -6.7086 -5.5535 -2.7849
H -4.1836 -4.8472 -4.3669
H -5.6402 -5.6091 -5.0087
H -4.6221 -6.4621 -3.8306
H -4.6887 -3.5795 0.6630
H -2.9570 -3.2096 0.4066
H -3.5145 -4.9035 0.3722

# 12
9
Properties=species:S:1:pos:R:3 method="wB97M-V/def2-TZVPD" multiplicity=1 smiles="O=C(O)O.O" homo_energy_ev=-10.96 relative_energy_kcal_mol=8.7 lumo_ev=0.56
O -0.1801 1.2495 0.9883
C -0.2369 0.8214 -0.1280
O 0.5622 1.2856 -1.1133
O -1.1511 -0.0427 -0.5070
H 1.1608 1.9715 -0.7453
H -1.2093 -0.2927 -1.3766
O 0.4835 -1.5608 0.6352
H -0.3817 -1.3313 1.0919
H 0.9528 -2.1005 1.1549